i | C5H11BrN | ωB97M-V/def2-TZVPD

HOMO   -13.43 eV
Net charge   +1
Kohn-Sham gap   10.01 eV
Spin multiplicity   1

Cartesian coordinates (Å):
C1 3.01 -0.12 0.35
C2 1.82 -0.60 0.19
C3 -0.64 0.84 -0.97
C4 0.27 0.24 1.30
C5 -0.97 0.43 0.46
N1 -1.78 -0.84 0.43
Br1 0.02 -0.87 2.87
H1 3.84 -0.57 -0.17
H2 3.24 0.73 0.97
H3 1.45 -1.45 -0.34
H4 -0.13 0.04 -1.49
H5 0.03 1.70 -0.96
H6 -1.53 1.11 -1.52
H7 0.73 1.18 1.59
H8 -1.61 1.20 0.93
H9 -1.38 -1.50 -0.24
H10 -2.76 -0.66 0.19
H11 -1.71 -1.26 1.39

***

ii | C5H11BrN | ωB97M-V/def2-TZVPD

SMILES string   C[N+](C)(C)/C=C/Br
HOMO   -13.12 eV
Net charge   +1
Kohn-Sham gap   8.95 eV
Spin multiplicity   1

Cartesian coordinates (Å):
C1 1.12 0.52 0.12
C2 2.37 -0.38 -0.23
C3 -0.84 0.13 1.42
C4 -0.59 -1.27 -0.55
C5 -1.07 0.99 -0.87
N1 -0.27 0.11 0.06
Br1 4.05 0.14 -0.13
H1 1.38 1.59 0.17
H2 2.44 -1.46 -0.06
H3 -1.90 -0.11 1.51
H4 -0.31 -0.50 2.04
H5 -0.66 1.10 1.85
H6 0.07 -2.06 -0.34
H7 -1.57 -1.36 -0.15
H8 -0.55 -1.15 -1.61
H9 -1.80 0.55 -1.55
H10 -1.55 1.75 -0.17
H11 -0.32 1.41 -1.52

***

Which of them is least stable? Easy: ii.

***

i | C42H112O14 | ωB97M-V/def2-TZVPD

HOMO   -9.91 eV
Kohn-Sham gap   10.02 eV
Spin multiplicity   1

Cartesian coordinates (Å):
C1 16.69 -4.76 -4.31
C2 17.10 -6.15 -4.84
C3 18.37 -6.68 -4.13
O1 16.08 -7.09 -4.67
H1 15.66 -4.54 -4.60
H2 17.29 -3.95 -4.73
H3 16.72 -4.75 -3.22
H4 17.37 -6.10 -5.89
H5 19.20 -5.98 -4.13
H6 18.67 -7.62 -4.58
H7 18.07 -6.77 -3.08
H8 16.25 -7.87 -5.20
C4 8.05 0.81 -17.88
C5 8.80 -0.36 -17.28
C6 9.57 -0.02 -16.01
O2 7.82 -1.34 -16.99
H9 7.39 1.17 -17.08
H10 7.40 0.53 -18.71
H11 8.74 1.62 -18.12
H12 9.54 -0.70 -18.00
H13 10.47 0.57 -16.19
H14 9.83 -0.94 -15.51
H15 8.89 0.55 -15.37
H16 7.36 -1.07 -16.20
C7 24.20 0.78 -11.50
C8 23.78 -0.58 -12.14
C9 22.26 -0.67 -12.21
O3 24.41 -0.75 -13.38
H17 25.27 0.78 -11.30
H18 23.69 0.97 -10.55
H19 23.99 1.57 -12.23
H20 24.04 -1.45 -11.53
H21 21.91 -1.59 -12.66
H22 21.78 0.17 -12.71
H23 21.90 -0.67 -11.18
H24 25.32 -0.91 -13.13
C10 12.96 5.05 -10.51
C11 12.18 3.85 -11.00
C12 11.06 3.35 -10.01
O4 11.60 4.17 -12.22
H25 12.30 5.84 -10.14
H26 13.57 5.38 -11.34
H27 13.62 4.81 -9.68
H28 12.94 3.07 -11.05
H29 11.47 2.83 -9.15
H30 10.43 2.58 -10.46
H31 10.47 4.20 -9.67
H32 12.30 4.21 -12.88
C13 4.56 -3.69 -13.54
C14 5.24 -2.62 -12.74
C15 6.60 -3.05 -12.28
O5 5.38 -1.47 -13.49
H33 4.50 -4.63 -12.99
H34 5.18 -3.92 -14.41
H35 3.64 -3.38 -14.03
H36 4.66 -2.35 -11.85
H37 7.09 -2.11 -11.99
H38 7.23 -3.48 -13.05
H39 6.58 -3.66 -11.38
H40 4.52 -1.03 -13.42
C16 6.65 -2.07 -6.95
C17 7.75 -2.41 -5.90
C18 8.95 -3.09 -6.63
O6 8.21 -1.27 -5.21
H41 5.90 -1.44 -6.46
H42 6.22 -2.99 -7.34
H43 7.04 -1.47 -7.77
H44 7.33 -3.10 -5.17
H45 8.68 -4.07 -7.00
H46 9.91 -2.99 -6.13
H47 9.18 -2.51 -7.53
H48 7.50 -0.63 -5.16
C19 15.63 2.05 -17.02
C20 15.84 2.34 -15.52
C21 17.32 2.42 -15.14
O7 15.37 3.68 -15.39
H49 16.39 2.53 -17.63
H50 14.69 2.32 -17.49
H51 15.79 0.99 -17.22
H52 15.23 1.74 -14.85
H53 17.40 2.71 -14.09
H54 17.91 3.05 -15.82
H55 17.69 1.39 -15.17
H56 16.00 4.27 -15.81
C22 16.53 -4.43 -15.32
C23 16.72 -5.08 -16.67
C24 17.44 -6.43 -16.56
O8 15.46 -5.44 -17.19
H57 16.29 -3.37 -15.33
H58 17.49 -4.49 -14.81
H59 15.79 -4.93 -14.69
H60 17.26 -4.47 -17.39
H61 17.62 -6.87 -17.54
H62 16.85 -7.10 -15.93
H63 18.38 -6.45 -16.01
H64 14.94 -5.85 -16.49
C25 24.45 -2.87 -5.46
C26 23.30 -2.50 -6.39
C27 22.63 -3.73 -7.04
O9 22.35 -1.79 -5.63
H65 24.96 -1.96 -5.14
H66 25.25 -3.45 -5.92
H67 24.15 -3.42 -4.57
H68 23.69 -1.83 -7.17
H69 21.71 -3.50 -7.58
H70 22.26 -4.44 -6.30
H71 23.30 -4.26 -7.71
H72 21.64 -1.49 -6.21
C28 9.47 -7.76 -15.09
C29 10.74 -7.22 -14.43
C30 10.67 -7.32 -12.91
O10 11.91 -7.89 -14.96
H73 9.53 -7.36 -16.11
H74 8.54 -7.41 -14.65
H75 9.45 -8.84 -15.23
H76 10.96 -6.19 -14.70
H77 9.74 -6.97 -12.46
H78 11.56 -6.89 -12.46
H79 10.62 -8.36 -12.59
H80 12.02 -8.77 -14.61
C31 18.72 3.47 -8.56
C32 18.76 2.45 -7.47
C33 17.80 2.81 -6.35
O11 18.53 1.15 -7.93
H81 19.62 3.40 -9.17
H82 18.79 4.49 -8.18
H83 17.87 3.51 -9.24
H84 19.76 2.50 -7.04
H85 18.16 3.70 -5.84
H86 17.87 2.09 -5.52
H87 16.76 2.97 -6.63
H88 17.59 1.10 -8.12
C34 13.42 -2.08 -10.78
C35 14.53 -2.22 -9.66
C36 15.82 -2.77 -10.19
O12 14.69 -0.99 -9.10
H89 13.24 -3.03 -11.28
H90 13.81 -1.37 -11.52
H91 12.40 -1.88 -10.49
H92 14.16 -2.93 -8.92
H93 16.48 -2.89 -9.33
H94 16.27 -2.13 -10.95
H95 15.66 -3.76 -10.61
H96 13.92 -0.80 -8.55
C37 11.67 2.25 -3.31
C38 12.48 1.03 -3.55
C39 12.43 -0.03 -2.44
O13 12.17 0.37 -4.81
H97 11.65 2.95 -4.15
H98 12.16 2.77 -2.49
H99 10.64 2.10 -2.99
H100 13.52 1.36 -3.63
H101 12.28 0.38 -1.44
H102 13.33 -0.64 -2.33
H103 11.64 -0.76 -2.63
H104 11.38 -0.13 -4.62
C40 16.25 -12.26 -9.76
C41 17.36 -11.34 -9.23
C42 17.58 -10.01 -9.92
O14 17.06 -11.00 -7.93
H105 16.06 -13.06 -9.05
H106 16.65 -12.70 -10.67
H107 15.37 -11.70 -10.09
H108 18.28 -11.91 -9.10
H109 18.01 -10.25 -10.89
H110 18.23 -9.35 -9.35
H111 16.65 -9.46 -10.07
H112 17.06 -11.79 -7.38

***

ii | C42H112O14 | ωB97M-V/def2-TZVPD

HOMO   -9.36 eV
Kohn-Sham gap   9.71 eV
Spin multiplicity   1

Cartesian coordinates (Å):
C1 -1.11 -0.37 4.48
C2 -1.81 -1.59 3.92
C3 -0.92 -2.82 3.91
O1 -2.93 -1.85 4.77
H1 -0.22 -0.05 3.92
H2 -0.81 -0.69 5.52
H3 -1.77 0.50 4.55
H4 -2.17 -1.50 2.89
H5 -0.62 -3.19 4.90
H6 -0.04 -2.63 3.30
H7 -1.52 -3.58 3.37
H8 -3.50 -1.09 4.70
C4 2.77 0.26 -4.40
C5 2.64 -0.94 -5.32
C6 3.76 -1.91 -5.17
O2 1.42 -1.59 -5.00
H9 2.48 -0.05 -3.41
H10 2.02 1.02 -4.69
H11 3.77 0.76 -4.37
H12 2.69 -0.59 -6.35
H13 3.48 -2.88 -5.60
H14 3.91 -2.08 -4.11
H15 4.70 -1.56 -5.60
H16 0.82 -0.89 -4.75
C7 -4.64 -1.64 1.00
C8 -3.70 -2.81 0.66
C9 -4.43 -4.12 0.70
O3 -3.07 -2.62 -0.56
H17 -4.09 -0.70 0.85
H18 -5.05 -1.77 2.02
H19 -5.52 -1.63 0.33
H20 -2.93 -2.79 1.45
H21 -5.11 -4.12 -0.16
H22 -5.07 -4.12 1.58
H23 -3.83 -5.03 0.67
H24 -2.55 -1.82 -0.41
C10 -2.49 -1.56 -4.09
C11 -1.68 -0.93 -5.24
C12 -2.61 -0.50 -6.33
O4 -0.86 0.16 -4.83
H25 -1.86 -2.06 -3.34
H26 -3.14 -2.33 -4.54
H27 -3.11 -0.80 -3.59
H28 -0.99 -1.72 -5.59
H29 -3.14 -1.33 -6.78
H30 -2.13 0.10 -7.11
H31 -3.33 0.20 -5.87
H32 -1.31 0.63 -4.11
C13 0.74 2.91 4.29
C14 1.90 2.29 5.09
C15 2.74 1.33 4.25
O5 2.77 3.31 5.55
H33 1.09 3.62 3.53
H34 0.06 3.39 4.96
H35 0.18 2.16 3.75
H36 1.37 1.72 5.85
H37 2.11 0.52 3.90
H38 3.52 0.83 4.83
H39 3.14 1.75 3.36
H40 2.43 3.86 6.29
C16 -0.48 -5.06 0.70
C17 0.60 -6.02 1.13
C18 0.71 -5.95 2.64
O6 0.29 -7.34 0.60
H41 -0.12 -4.06 1.02
H42 -1.42 -5.23 1.21
H43 -0.58 -5.02 -0.37
H44 1.59 -5.65 0.86
H45 1.50 -6.63 3.02
H46 -0.21 -6.26 3.15
H47 0.97 -4.95 2.96
H48 0.92 -8.02 0.88
C19 3.28 -2.46 3.11
C20 3.77 -2.07 1.75
C21 3.53 -3.17 0.79
O7 3.05 -0.88 1.34
H49 2.20 -2.47 3.17
H50 3.66 -1.77 3.87
H51 3.66 -3.47 3.35
H52 4.85 -1.87 1.82
H53 3.71 -2.84 -0.26
H54 2.48 -3.48 0.90
H55 4.10 -4.08 1.08
H56 3.30 -0.70 0.43
C22 1.71 -3.97 -2.80
C23 2.66 -4.89 -2.06
C24 2.45 -6.34 -2.49
O8 4.02 -4.44 -2.15
H57 2.07 -3.83 -3.81
H58 1.79 -2.96 -2.35
H59 0.70 -4.23 -2.71
H60 2.44 -4.91 -1.00
H61 3.13 -7.05 -2.01
H62 2.49 -6.51 -3.55
H63 1.46 -6.60 -2.14
H64 4.39 -4.57 -3.03
C25 1.86 3.00 -2.53
C26 1.10 4.10 -1.76
C27 1.40 5.45 -2.44
O9 -0.29 3.83 -1.88
H65 2.95 3.21 -2.57
H66 1.45 2.99 -3.52
H67 1.63 2.01 -2.13
H68 1.35 4.11 -0.68
H69 1.13 5.32 -3.51
H70 2.45 5.70 -2.43
H71 0.82 6.27 -2.04
H72 -0.73 4.64 -1.55
C28 -1.46 7.41 1.52
C29 -0.94 6.28 0.68
C30 -1.22 4.95 1.41
O10 -1.37 6.26 -0.70
H73 -1.40 8.38 1.05
H74 -0.94 7.43 2.50
H75 -2.50 7.23 1.75
H76 0.15 6.35 0.58
H77 -0.92 4.19 0.71
H78 -2.30 4.80 1.66
H79 -0.65 4.85 2.33
H80 -2.33 6.21 -0.80
C31 4.57 2.46 0.21
C32 4.80 1.56 -0.97
C33 6.10 0.79 -0.75
O11 3.73 0.60 -1.09
H81 3.89 3.28 0.01
H82 5.59 2.83 0.47
H83 4.26 1.77 0.99
H84 4.77 2.10 -1.92
H85 6.96 1.45 -0.80
H86 6.31 0.00 -1.50
H87 6.13 0.36 0.24
H88 3.60 0.29 -2.01
C34 -4.64 4.26 3.98
C35 -4.65 3.15 2.90
C36 -3.48 2.25 3.05
O12 -5.98 2.58 2.89
H89 -4.73 3.78 4.95
H90 -5.48 4.97 3.90
H91 -3.69 4.82 3.93
H92 -4.56 3.49 1.85
H93 -3.38 1.87 4.08
H94 -2.58 2.81 2.78
H95 -3.57 1.37 2.43
H96 -6.09 2.12 3.72
C37 -4.44 1.43 -2.70
C38 -3.33 2.26 -2.10
C39 -3.69 2.62 -0.66
O13 -2.14 1.45 -2.17
H97 -5.43 1.89 -2.61
H98 -4.52 0.49 -2.13
H99 -4.40 1.13 -3.75
H100 -3.07 3.10 -2.70
H101 -2.83 3.11 -0.18
H102 -4.06 1.78 -0.12
H103 -4.52 3.34 -0.66
H104 -1.41 2.05 -1.94
C40 0.42 -0.83 -0.89
C41 -0.29 -0.30 0.34
C42 0.24 1.04 0.73
O14 -1.71 -0.22 0.13
H105 1.45 -0.93 -0.62
H106 0.25 -0.14 -1.74
H107 0.13 -1.86 -1.17
H108 -0.17 -1.02 1.14
H109 1.29 1.01 0.95
H110 -0.13 1.36 1.71
H111 -0.03 1.83 0.03
H112 -1.86 0.14 -0.76

***

Which of them is least stable? Easy: i.

***

i | C3H11NO3 | ωB97M-V/def2-TZVPD

Expectation value of S²   0.76
HOMO (spin up / spin down)   -13.84 / -13.84 eV
Net charge   +1
Kohn-Sham gap (spin up / spin down)   7.93 / 3.66 eV
Spin multiplicity   2

Cartesian coordinates (Å):
C1 1.70 0.47 0.85
C2 0.20 0.25 0.70
C3 -0.41 -0.48 1.87
O1 -1.55 -0.77 1.85
N1 2.10 1.16 -0.39
H1 2.23 -0.47 0.75
H2 1.99 0.98 1.77
H3 -0.03 -0.34 -0.19
H4 -0.32 1.19 0.67
H5 0.10 -0.67 2.83
H6 3.10 1.32 -0.24
H7 1.81 2.14 -0.34
H8 -2.47 -0.68 0.18
H9 -3.35 -0.33 -1.06
O2 -2.44 -0.34 -0.72
H10 -1.41 -1.07 -2.23
H11 -0.30 -0.89 -3.34
O3 -0.95 -1.48 -2.96

***

ii | C3H11NO3 | ωB97M-V/def2-TZVPD

Expectation value of S²   0.75
HOMO (spin up / spin down)   -15.74 / -15.00 eV
Net charge   +1
Kohn-Sham gap (spin up / spin down)   12.48 / 5.44 eV
Spin multiplicity   2

Cartesian coordinates (Å):
C1 -0.22 0.77 -1.07
C2 0.50 1.91 -0.49
O1 -0.25 2.45 0.60
N1 -0.06 -0.36 -0.23
C3 -0.59 -1.68 -0.76
O2 0.23 -2.83 -0.21
H1 -1.35 0.97 -1.11
H2 0.04 0.67 -2.15
H3 0.44 2.64 -1.26
H4 1.57 1.75 -0.14
H5 -0.27 1.75 1.29
H6 0.89 -0.53 -0.24
H7 -1.65 -1.82 -0.46
H8 -0.30 -1.63 -1.87
H9 -0.31 -3.18 0.52
H10 0.89 -0.38 3.21
H11 0.24 -0.46 1.74
O3 0.20 -0.05 2.63

***

iii | C3H11NO3 | ωB97M-V/def2-TZVPD

Expectation value of S²   0.79
HOMO (spin up / spin down)   -14.83 / -14.80 eV
Net charge   +1
Kohn-Sham gap (spin up / spin down)   10.22 / 5.39 eV
Spin multiplicity   2

Cartesian coordinates (Å):
C1 -0.35 -1.89 0.24
N1 -0.74 -0.63 0.51
C2 -2.03 0.10 0.35
C3 -1.80 1.54 0.65
O1 0.88 -2.12 0.07
H1 -1.10 -2.77 0.08
H2 0.11 0.00 0.41
H3 -2.70 -0.21 1.24
H4 -2.54 -0.33 -0.62
H5 -2.68 2.08 0.78
H6 -1.18 2.04 0.01
H7 -1.20 1.51 1.59
H8 2.78 -1.58 -0.04
H9 3.97 -1.01 -1.05
O2 3.32 -0.82 -0.29
H10 1.85 2.19 -1.40
H11 1.97 0.62 -1.05
O3 1.44 1.27 -1.50

***

Which of them is least stable? Easy: ii.

***

i | CH6NS | ωB97M-V/def2-TZVPD

HOMO   -2.09 eV
Net charge   -1
Kohn-Sham gap   6.54 eV
Spin multiplicity   1

Cartesian coordinates (Å):
N1 1.06 0.30 2.00
H1 0.38 0.28 1.24
H2 1.49 1.18 2.21
H3 0.45 0.08 2.79
C1 -0.70 -0.49 -1.63
S1 -0.09 1.16 -1.19
H4 -0.48 -1.34 -0.97
H5 -1.78 -0.46 -1.81
H6 -0.32 -0.72 -2.63

***

ii | CH6NS | ωB97M-V/def2-TZVPD

HOMO   -2.23 eV
Net charge   -1
Kohn-Sham gap   6.81 eV
Spin multiplicity   1

Cartesian coordinates (Å):
N1 -2.50 -0.53 0.24
H1 -1.59 -0.70 -0.20
H2 -2.23 -0.33 1.20
H3 -2.86 0.34 -0.13
C1 1.00 1.25 -0.49
S1 1.01 -0.50 0.10
H4 1.47 1.29 -1.47
H5 -0.03 1.64 -0.59
H6 1.56 1.85 0.23

***

iii | CH6NS | ωB97M-V/def2-TZVPD

HOMO   -2.65 eV
Net charge   -1
Kohn-Sham gap   7.09 eV
Spin multiplicity   1

Cartesian coordinates (Å):
S1 -1.80 0.02 0.12
H1 -1.44 0.55 -1.06
C1 1.87 0.62 -0.01
N1 1.61 -0.82 -0.02
H2 2.66 0.86 -0.73
H3 2.23 0.92 0.97
H4 0.99 1.22 -0.24
H5 0.71 -0.96 0.46
H6 1.39 -1.09 -0.97

***

Which of them is least stable? Easy: i.